(1)
{
  "formula": "C31H30N5O7SSb2Se2Sn",
  "method": "the ωB97M-V functional and the def2-TZVPD basis",
  "symbols": ["Sn", "Se", "N", "C", "C", "C", "C", "C", "N", "C", "C", "N", "C", "C", "C", "C", "C", "N", "H", "H", "H", "H", "H", "H", "C", "Sb", "C", "C", "C", "C", "C", "C", "C", "C", "C", "Sb", "C", "C", "H", "H", "H", "H", "H", "H", "H", "H", "H", "H", "H", "H", "H", "H", "H", "H", "H", "H", "H", "H", "O", "C", "N", "S", "O", "O", "C", "C", "C", "C", "C", "C", "H", "H", "H", "H", "O", "Se", "O", "O", "O"],
  "xyz": [[0.9397, 1.0393, 0.6545], [6.6235, -2.9525, 4.6840], [5.1717, -2.0801, 5.2374], [4.4085, -1.9201, 4.1916], [3.1149, -1.2363, 4.2334], [2.5507, -0.7881, 5.4252], [1.3312, -0.1503, 5.3886], [0.7345, 0.0593, 4.1508], [1.2578, -0.3602, 3.0066], [2.4189, -1.0332, 3.0423], [2.9134, -1.6064, 1.7672], [2.1371, -1.4533, 0.6857], [2.5339, -1.9964, -0.4565], [3.7146, -2.7182, -0.5920], [4.5181, -2.8726, 0.5136], [4.1143, -2.3129, 1.7238], [4.9049, -2.4497, 2.9481], [6.0684, -3.0382, 2.9939], [3.0816, -0.9528, 6.3537], [0.8467, 0.1942, 6.2913], [-0.2047, 0.5966, 4.0842], [1.8898, -1.8412, -1.3137], [3.9889, -3.1315, -1.5520], [5.4504, -3.4201, 0.4721], [0.0355, -0.7261, -4.9482], [-0.2645, 0.7085, -3.3957], [0.2565, 2.3771, -4.6052], [-4.0854, -0.9239, -3.5955], [-4.3146, 0.3215, -4.0327], [-3.6734, 0.7925, -5.2636], [-3.7861, 2.0582, -5.6738], [-4.5678, 3.0148, -4.8990], [-5.2119, 2.6530, -3.7819], [-5.1834, 1.2794, -3.2974], [-5.9387, 0.9147, -2.2314], [-3.9831, 1.2143, -0.3163], [-3.4368, 3.1911, -0.9066], [-5.6642, 1.8148, 0.8541], [-0.5827, -0.4736, -5.8111], [-0.2239, -1.7282, -4.6109], [1.0842, -0.6939, -5.2385], [-0.3097, 2.3496, -5.5346], [1.3223, 2.3013, -4.8230], [0.0639, 3.3071, -4.0753], [-4.4985, -1.3130, -2.6753], [-3.4680, -1.5995, -4.1750], [-3.0889, 0.0741, -5.8262], [-3.3000, 2.3899, -6.5813], [-4.6338, 4.0362, -5.2506], [-5.8050, 3.3700, -3.2276], [-6.0796, -0.1227, -1.9595], [-6.6233, 1.6283, -1.7894], [-4.2211, 3.8963, -0.6384], [-3.2806, 3.1935, -1.9852], [-2.5001, 3.4715, -0.4291], [-6.2068, 2.6170, 0.3584], [-5.2758, 2.1682, 1.8080], [-6.3307, 0.9732, 1.0347], [-2.9370, 1.1169, 1.7342], [-2.1252, 1.9882, 2.1465], [-1.1795, 2.5605, 1.4133], [-0.2349, 3.5505, 2.3107], [-0.2328, 4.9029, 1.8635], [1.0568, 2.8562, 2.3514], [-1.1253, 3.3600, 3.8169], [-0.9998, 4.0298, 5.0147], [-1.9150, 3.7073, 6.0123], [-2.9107, 2.7582, 5.7980], [-3.0379, 2.1166, 4.5694], [-2.1349, 2.4420, 3.5759], [-0.2313, 4.7748, 5.1701], [-1.8557, 4.2117, 6.9674], [-3.6071, 2.5312, 6.5938], [-3.8139, 1.3850, 4.3861], [1.0127, 2.3756, -1.3158], [2.3935, 1.6407, -1.9078], [3.0330, 0.9926, -0.5239], [1.7071, 0.3421, -2.8022], [3.3485, 2.5279, -2.8375]],
  "mulliken_charge": [1.555, 0.277, -0.834, 0.841, 0.584, -0.626, -0.913, -0.060, -0.293, -0.064, -0.102, -0.499, -0.403, -0.877, -0.535, 0.572, 0.870, -0.838, 0.534, 0.478, 0.393, 0.542, 0.445, 0.540, -1.442, 1.013, -1.406, -1.470, 1.270, -0.631, -0.451, -0.455, -0.630, 1.143, -2.086, 1.053, -0.981, -1.315, 0.408, 0.405, 0.433, 0.438, 0.442, 0.371, 0.215, 0.329, 0.487, 0.467, 0.408, 0.409, 0.528, 0.548, 0.394, 0.178, 0.275, 0.437, 0.318, 0.391, -0.993, 0.841, -0.412, 1.215, -0.678, -0.757, 0.472, -0.879, -0.507, -0.747, -0.278, -0.015, 0.525, 0.451, 0.444, 0.548, -0.616, 1.181, -0.609, -0.641, -0.624],
  "homo_lumo_gap_ev": 7.07,
  "charge": 1,
  "e_lumo_ev": -3.6
}

(2)
{
  "formula": "C31H31AsFN5O2S2SeTi",
  "method": "the ωB97M-V functional and the def2-TZVPD basis",
  "symbols": ["Ti", "C", "C", "C", "C", "C", "C", "C", "S", "O", "O", "N", "C", "C", "C", "C", "C", "C", "C", "C", "N", "C", "H", "H", "H", "H", "H", "H", "H", "H", "H", "H", "H", "H", "H", "C", "As", "C", "C", "S", "H", "H", "H", "H", "H", "H", "H", "H", "H", "Se", "N", "C", "C", "C", "C", "N", "C", "N", "H", "H", "H", "F", "C", "C", "C", "C", "C", "C", "C", "H", "H", "H", "H", "H", "H"],
  "xyz": [[0.0862, -0.9631, -0.1738], [-2.3739, 3.3263, 6.2070], [-1.8597, 2.2448, 5.2972], [-1.4328, 2.5505, 4.0037], [-0.9877, 1.5612, 3.1463], [-0.9676, 0.2466, 3.5997], [-1.3775, -0.0882, 4.8827], [-1.8219, 0.9183, 5.7215], [-0.4247, -1.0221, 2.5340], [-1.3960, -1.1498, 1.4076], [-0.2098, -2.2122, 3.3030], [0.8393, -0.5086, 1.6979], [2.1634, -0.9197, 1.9036], [2.7751, -1.1487, 3.1060], [4.1366, -1.5176, 3.1726], [4.8860, -1.6524, 2.0429], [4.2775, -1.4620, 0.7794], [4.9677, -1.6194, -0.4432], [4.3081, -1.4787, -1.6303], [2.9325, -1.2088, -1.6142], [2.2625, -1.0420, -0.4949], [2.9130, -1.1293, 0.7095], [-1.9032, 4.2836, 5.9882], [-2.1968, 3.0826, 7.2536], [-3.4507, 3.4500, 6.0729], [-1.4525, 3.5792, 3.6635], [-0.6551, 1.8050, 2.1457], [-1.3421, -1.1180, 5.2121], [-2.1414, 0.6702, 6.7266], [2.2136, -1.0172, 4.0224], [4.5848, -1.6754, 4.1449], [5.9355, -1.9131, 2.0920], [6.0240, -1.8605, -0.4211], [4.8152, -1.5992, -2.5772], [2.3588, -1.1436, -2.5340], [-1.5774, 1.6822, -5.2390], [0.0769, 0.7105, -5.3928], [0.3907, 0.5088, -7.2799], [1.4273, 1.9408, -4.7831], [0.0572, -1.1096, -4.3701], [-1.4643, 2.6868, -5.6445], [-1.8477, 1.7335, -4.1862], [-2.3478, 1.1436, -5.7866], [0.2683, 1.4673, -7.7831], [-0.3215, -0.2144, -7.6692], [1.4002, 0.1335, -7.4295], [1.2172, 2.2018, -3.7476], [1.4178, 2.8382, -5.4004], [2.3970, 1.4527, -4.8495], [0.7338, -4.8634, 1.5675], [-0.6453, -5.6733, 0.8513], [-1.0995, -4.8898, -0.1153], [-2.2133, -5.1423, -0.9615], [-2.5225, -4.1989, -1.8872], [-1.7756, -2.9891, -1.9625], [-0.7300, -2.7285, -1.2175], [-0.3633, -3.6772, -0.3047], [0.6801, -3.4749, 0.4668], [-2.7761, -6.0590, -0.8451], [-3.3542, -4.3234, -2.5657], [-2.0560, -2.2238, -2.6773], [-3.1880, 4.6120, 1.6070], [-2.4935, 3.7061, 0.8891], [-3.1114, 2.5318, 0.5163], [-2.3838, 1.5965, -0.2038], [-1.0489, 1.8176, -0.5531], [-0.2693, 0.7902, -1.3054], [-0.4675, 3.0237, -0.1552], [-1.1816, 3.9748, 0.5624], [-4.1431, 2.3572, 0.7929], [-2.8670, 0.6708, -0.4962], [0.6874, 1.1726, -1.6661], [-0.8230, 0.4073, -2.1707], [0.5651, 3.2258, -0.4168], [-0.7337, 4.9126, 0.8648]],
  "mulliken_spin": [0.918, 0.000, 0.000, 0.000, -0.002, -0.001, -0.001, 0.000, -0.007, 0.014, -0.001, -0.011, -0.004, -0.005, -0.001, 0.001, -0.005, 0.007, 0.002, 0.027, 0.003, 0.027, 0.000, 0.000, 0.000, 0.000, 0.010, 0.000, 0.000, 0.000, 0.000, 0.000, 0.000, 0.000, -0.007, 0.000, 0.001, 0.000, -0.001, 0.003, 0.000, 0.000, 0.000, 0.000, 0.000, 0.000, -0.001, 0.000, 0.000, 0.000, 0.008, -0.006, 0.020, -0.011, 0.033, -0.022, 0.017, -0.002, 0.000, 0.000, 0.001, 0.000, -0.004, 0.004, -0.011, 0.005, 0.020, -0.003, 0.002, 0.000, -0.001, 0.004, -0.022, 0.000, 0.000],
  "s_squared": 0.757,
  "homo_lumo_gap_ev": [6.24, 6.23],
  "multiplicity": 2,
  "charge": 1,
  "e_lumo_ev": [-4.1, -4.1]
}

(3)
{
  "formula": "C31H31F3O13S2",
  "method": "the ωB97M-V functional and the def2-TZVPD basis",
  "symbols": ["C", "C", "S", "C", "C", "C", "C", "C", "O", "O", "C", "O", "O", "C", "C", "C", "C", "O", "S", "O", "O", "C", "F", "F", "F", "H", "H", "H", "H", "H", "H", "H", "H", "H", "H", "H", "H", "H", "H", "H", "H", "H", "H", "H", "O", "C", "C", "C", "C", "O", "C", "C", "H", "H", "H", "H", "O", "C", "C", "C", "C", "O", "C", "C", "H", "H", "H", "H", "O", "C", "C", "C", "C", "O", "C", "C", "H", "H", "H", "H"],
  "xyz": [[-3.3947, -3.3266, 3.0467], [-1.8287, -3.2990, 3.4594], [-0.9904, -4.6238, 2.4710], [0.8367, -4.2129, 2.2647], [1.1408, -3.1249, 1.1166], [1.5681, -3.7412, -0.3002], [0.7396, -5.0172, -0.7780], [-0.1850, -4.7751, -2.0761], [-1.1205, -3.6787, -1.8842], [-0.2204, -2.6285, 0.8064], [-0.3416, -1.2450, 0.5413], [-1.1875, -0.5906, -0.0759], [0.7792, -0.6674, 1.2188], [1.7834, -1.6901, 1.5179], [3.1127, -1.1851, 0.7698], [2.7260, 0.2232, -0.1358], [4.0638, 1.1588, -0.5311], [2.9613, 1.5330, 0.5762], [2.1501, -1.3248, 3.3043], [0.8852, -1.6244, 4.0951], [3.3036, -2.1712, 3.7604], [2.5683, 0.4541, 3.6776], [3.8931, 0.8298, 3.3541], [1.6026, 1.3844, 3.1895], [2.4851, 0.5769, 5.1023], [-3.9985, -3.4994, 3.9969], [-3.7290, -2.3783, 2.4960], [-3.5434, -4.1825, 2.2824], [-1.6425, -3.3348, 4.5816], [-1.4218, -2.2939, 3.0594], [1.2977, -5.2073, 1.8933], [1.3190, -4.0107, 3.2742], [1.3753, -2.9092, -1.0834], [2.7144, -3.8967, -0.3292], [0.0819, -5.5135, 0.0061], [1.5131, -5.8186, -1.0956], [0.3991, -4.7165, -3.0548], [-0.8407, -5.7270, -2.1647], [-1.8116, -3.9985, -1.2521], [3.9692, -0.8666, 1.4473], [3.4931, -1.8518, -0.0688], [1.8511, 0.1401, -0.9483], [3.8259, 2.1439, -1.0449], [4.9538, 0.9573, 0.1571], [-3.4403, -0.5503, 3.5747], [-3.6364, 0.0106, 4.6368], [-4.8417, -0.2738, 5.4441], [-5.0566, 0.3428, 6.6067], [-4.0983, 1.3357, 7.1385], [-4.2944, 1.8962, 8.2002], [-2.8931, 1.6199, 6.3310], [-2.6782, 1.0030, 5.1683], [-5.5327, -1.0038, 5.0407], [-5.9339, 0.1474, 7.2105], [-2.2020, 2.3496, 6.7342], [-1.8008, 1.1983, 4.5642], [5.1376, 3.1833, -3.0679], [4.3084, 3.9736, -3.4820], [4.5728, 5.4284, -3.4949], [3.6629, 6.2925, -3.9463], [2.3522, 5.8321, -4.4541], [1.5225, 6.6211, -4.8680], [2.0884, 4.3777, -4.4409], [2.9987, 3.5144, -3.9896], [5.5374, 5.7481, -3.1202], [3.8390, 7.3609, -3.9626], [1.1222, 4.0552, -4.8153], [2.8223, 2.4459, -3.9733], [-0.2056, 2.6309, -4.9188], [-1.2861, 2.6787, -5.4806], [-1.6360, 3.8012, -6.3765], [-2.8192, 3.8537, -6.9890], [-3.8303, 2.7914, -6.7996], [-4.9084, 2.8390, -7.3601], [-3.4797, 1.6690, -5.9033], [-2.2963, 1.6166, -5.2909], [-0.8842, 4.5706, -6.5049], [-3.0928, 4.6683, -7.6478], [-4.2312, 0.8999, -5.7748], [-2.0226, 0.8020, -4.6318]],
  "mulliken_charge": [-1.100, 0.218, -0.329, -1.165, 0.565, -0.419, -0.435, -0.732, -0.437, -0.348, 0.419, -0.591, -0.404, 0.944, -1.095, 0.392, -0.656, -0.390, 0.908, -0.498, -0.670, 0.656, -0.200, -0.174, -0.204, 0.237, 0.249, 0.415, 0.476, -0.153, 0.401, 0.508, 0.261, 0.395, 0.283, 0.251, 0.292, 0.333, 0.298, 0.431, 0.292, 0.202, 0.295, 0.294, -0.475, 0.356, -0.295, -0.397, 0.327, -0.553, -0.401, -0.367, 0.439, 0.404, 0.413, 0.517, -0.562, 0.330, -0.525, -0.440, 0.344, -0.561, -0.025, -0.309, 0.423, 0.412, 0.556, 0.480, -0.550, 0.561, -0.337, -0.399, 0.290, -0.544, -0.360, -0.499, 0.424, 0.419, 0.408, 0.483],
  "smiles": "CCSC[C@@]1(CCCO)OC(=O)O[C@@]1(C[C@@H]1CO1)S(=O)(=O)C(F)(F)F.O=C1C=CC(=O)C=C1.O=C1C=CC(=O)C=C1.O=C1C=CC(=O)C=C1",
  "homo_lumo_gap_ev": 6.94,
  "charge": 0,
  "e_lumo_ev": -1.8
}

Q: Look up the charge of the first one.
A: +1

Q: The lowest charge belongs to which entry?
A: C31H31F3O13S2